{"formula": "C3H14NO2", "method": "ωB97M-V/def2-TZVPD", "species": ["C", "C", "N", "C", "H", "H", "H", "H", "H", "H", "H", "H", "H", "H", "H", "H", "O", "H", "H", "O"], "xyz": [[1.685, 0.823, -0.204], [0.561, 0.950, 0.774], [-0.185, -0.345, 0.687], [-0.540, -1.094, 1.981], [1.254, 1.023, -1.250], [2.419, 1.511, -0.062], [2.234, -0.177, -0.179], [1.089, 1.250, 1.821], [-0.339, 1.576, 0.485], [0.270, -1.119, 0.004], [-1.061, -0.129, 0.210], [0.317, -1.743, 2.332], [-1.484, -1.627, 1.914], [-0.428, -0.217, 2.806], [-1.957, 1.811, -1.729], [-0.638, 1.900, -2.468], [-1.239, 1.216, -1.870], [-0.348, -1.522, -2.403], [-0.936, -2.473, -1.351], [-0.675, -1.615, -1.497]], "orbital_gap_ev": [3.274, 11.987], "lumo_ev": [0.6675, 0.5856], "de_lowest_kcal_mol": 58.7, "multiplicity": 2, "homo_ev": [-2.607, -11.402], "e_tot_ev": -8917.7884}